{"formula": "C20H40O10", "method": "ωB97M-V with the def2-TZVPD basis set", "species": ["H", "H", "H", "C", "H", "O", "C", "H", "H", "H", "H", "C", "H", "C", "C", "O", "C", "H", "H", "C", "H", "C", "H", "H", "H", "O", "H", "H", "H", "H", "H", "H", "H", "O", "H", "H", "H", "O", "H", "C", "H", "H", "H", "C", "O", "C", "H", "C", "H", "C", "H", "C", "H", "O", "H", "C", "H", "C", "C", "O", "H", "O", "O", "H", "H", "H", "C", "H", "C", "C"], "coordinates": [[-0.23389, 1.34485, -1.96617], [-5.98679, -0.92122, -4.73420], [4.38748, -2.13329, -5.97708], [4.01987, -2.68483, -5.11177], [-1.11414, 1.55717, 2.40548], [-3.25401, -1.05147, -6.23488], [2.55353, 1.65252, -0.06977], [4.02255, 0.28922, 0.51453], [-1.70888, 0.42132, -1.46216], [2.26032, 1.46524, -1.10275], [-0.50640, 3.18204, 2.35945], [1.38079, -1.65590, -2.86222], [1.86713, 2.32354, 0.44666], [-2.46476, 2.90237, 1.39475], [-5.47807, -1.71253, -5.28476], [1.36317, -0.40446, -2.65138], [2.75661, 0.45492, 3.20643], [-4.96082, -1.71535, -7.27893], [-2.63641, 3.94436, 1.12472], [3.02214, 0.56638, 0.84686], [1.90098, -0.94230, 9.61627], [-1.60621, 2.51611, -0.84114], [3.94615, -1.24196, -3.54555], [-0.31471, -2.03360, -1.69413], [2.97637, -0.79928, -4.96744], [-1.39359, 3.67350, -1.07848], [-0.89292, -1.07340, -5.07247], [2.19046, 0.43898, 8.49013], [-0.36516, 0.03603, 3.99996], [-0.12527, -1.63698, 8.35203], [-4.91566, -0.02392, -6.82263], [1.93702, 1.47172, 5.03707], [-1.91036, 2.78182, 3.47505], [-1.06477, -2.01271, 6.04766], [-0.58351, 0.34485, -6.18732], [3.34009, 2.38888, -0.23470], [-4.71897, -2.21513, -4.68538], [0.19503, -0.34948, 6.85846], [0.75408, -3.46791, -2.25539], [0.74612, -1.14911, 7.91526], [3.31674, -3.42235, -5.49877], [1.00130, 0.62581, 9.49130], [-0.91668, 0.65050, -4.57420], [2.90225, 1.30877, 4.55762], [2.31413, -2.28941, -3.63185], [-2.72049, 0.09224, -5.54458], [-1.69352, 1.52476, -2.82804], [0.24365, -2.53284, -2.48603], [-1.99019, -0.44392, 4.53789], [-4.65134, -1.02818, -6.49145], [3.48859, 0.80190, 5.32403], [1.44511, -0.20982, 8.95013], [3.32085, 2.27267, 4.26818], [-2.22271, 2.05858, 0.26027], [-0.37860, -2.81525, -3.33523], [-1.31339, 1.37272, -1.81784], [2.21703, -0.16293, 0.75735], [-1.06018, 0.03788, 4.83962], [-1.41272, 2.59891, 2.52268], [-3.36451, 1.05076, -5.02356], [1.40428, -1.92260, 7.51950], [2.21322, -0.63785, 3.15977], [3.22161, 1.12834, 2.12014], [-3.46785, 2.53385, 1.60946], [4.77308, -3.34325, -4.67901], [-1.11974, 1.00342, 5.34192], [-1.16924, -0.05947, -5.36176], [-6.36203, -2.23773, -5.64652], [-0.69277, -0.86253, 6.01609], [3.28950, -1.62398, -4.32719]], "forces_ev_per_a": [[0.1, -0.3, 0.3], [0.6, 0.1, 0.6], [0.6, -0.5, -0.1], [-0.3, -0.1, -1.5], [-0.3, 0.0, 0.3], [1.0, 2.3, 1.1], [0.7, 2.7, -0.3], [-0.3, -0.9, -0.1], [0.3, 0.1, 0.1], [-0.4, -0.9, 0.4], [-0.1, 0.3, 0.3], [-0.1, 4.6, -1.4], [-0.8, -0.5, -0.1], [-0.4, -0.7, 0.3], [0.3, 2.7, -0.9], [0.8, -4.2, -0.7], [-0.9, -0.3, 1.3], [1.2, 0.1, -0.6], [0.7, 0.0, -0.1], [-0.2, 0.1, -1.8], [0.3, 0.5, 0.4], [-0.6, -0.5, -1.2], [0.3, 0.7, -0.3], [0.0, -0.5, 0.0], [-0.5, -0.1, 0.1], [0.3, 0.2, 0.4], [0.0, 0.1, -0.3], [0.7, -0.8, -0.6], [0.3, -0.1, 0.4], [0.3, -0.3, 0.3], [-0.4, 0.0, 0.5], [-0.2, -0.2, -0.4], [0.5, 0.0, 0.1], [-0.2, 0.1, 0.7], [-0.3, -0.5, -0.5], [0.6, 0.0, 0.1], [-0.6, -0.4, 0.1], [0.5, 1.2, -0.1], [-0.5, -0.3, 0.8], [-1.3, 1.3, 0.9], [-0.4, 0.2, -0.2], [-1.5, -0.9, 0.2], [-0.1, -0.3, 0.3], [0.0, -0.5, -1.8], [-3.5, -0.7, 1.8], [-1.2, 1.1, 1.3], [-0.4, 0.5, 0.3], [1.0, -0.6, 0.1], [-0.2, 0.8, -0.3], [-1.8, -1.2, 0.9], [0.3, -0.1, -0.4], [0.7, -0.6, -1.0], [0.1, -0.1, 0.3], [0.8, -0.2, -0.3], [0.0, 0.5, -0.1], [0.2, 0.3, 0.2], [0.7, -0.7, 0.8], [-0.2, -0.5, 1.8], [-1.1, 0.3, -1.6], [2.0, -4.2, -2.7], [0.2, 0.3, 0.0], [0.9, 1.5, 0.0], [-0.6, -0.1, 2.0], [0.1, 0.1, 1.0], [0.2, 0.8, 0.6], [-0.5, 0.4, -0.9], [-1.4, 0.9, 0.3], [0.7, -0.9, -0.2], [1.0, -1.6, -1.9], [2.4, 0.2, 0.9]], "smiles": "CCOC(C)=O.CCOC(C)=O.CCOC(C)=O.CCOC(C)=O.CCOC(C)=O", "orbital_gap_ev": 10.53, "energy_ha": -1538.3899, "lumo_ev": 0.54, "multiplicity": 1}



{"formula": "C23H30CaF6NO22S2", "method": "ωB97M-V with the def2-TZVPD basis set", "species": ["O", "O", "H", "C", "H", "H", "C", "O", "H", "O", "C", "O", "O", "F", "O", "H", "O", "C", "O", "O", "H", "C", "C", "Ca", "H", "O", "C", "O", "H", "O", "H", "H", "H", "H", "H", "O", "C", "H", "O", "C", "H", "F", "H", "O", "H", "C", "O", "F", "O", "H", "C", "H", "O", "C", "C", "H", "C", "S", "H", "C", "F", "H", "C", "H", "C", "C", "C", "O", "H", "O", "S", "H", "C", "H", "F", "H", "C", "C", "N", "H", "H", "C", "H", "F", "O"], "coordinates": [[-2.93450, -0.11014, -4.29208], [6.64055, -2.50685, 2.44495], [-4.16919, -4.09013, -1.09994], [-1.11820, 0.78886, 5.20671], [-3.86164, -2.72281, -4.34727], [-1.25693, -4.82371, -0.86384], [3.15106, 2.22129, -3.19628], [-1.23012, -1.05251, -0.07035], [5.70451, -5.39306, 2.06522], [-2.35666, 4.14831, -0.19860], [-2.89356, -4.32583, 1.47467], [7.20834, -0.37686, 2.88594], [-2.45767, -2.21019, 6.06787], [0.00453, 0.54706, -3.16411], [-1.68069, 5.80481, 1.15857], [-1.01724, 1.44580, 6.07172], [-3.17719, -0.22928, 5.27269], [-4.59289, 4.80287, -0.30819], [3.34611, 2.52500, -4.45179], [-4.79702, 1.00692, -4.90086], [3.66955, -2.47492, 3.68209], [-2.24504, -1.12314, 5.66371], [-2.28046, -5.08484, -0.58896], [3.09361, -1.00665, -2.05485], [4.88847, -3.11892, 4.72133], [-0.40388, -2.01540, -2.16893], [4.74871, -2.56451, 3.78620], [-3.77294, 5.77248, 0.33230], [-0.41299, 1.05129, 4.42310], [-3.24192, -3.33823, 0.60355], [-1.74273, -0.89194, -5.74847], [4.53129, 4.86554, -2.66043], [-3.62372, 3.21299, -1.57170], [3.53723, 5.65408, -5.66926], [2.09915, 4.57854, -5.51678], [5.36484, -1.28760, 3.79728], [6.48170, -1.29857, 3.03318], [6.83030, -4.84131, 3.35717], [-1.00079, -0.57905, 5.52715], [-2.56017, 0.92187, 4.66224], [-3.85676, 2.80324, 0.11299], [1.87862, -0.31776, 3.05454], [4.96346, 3.80635, -4.79363], [3.37628, 3.20837, -2.36990], [-3.37502, -2.77305, -6.05992], [0.97068, -0.36225, 2.08309], [0.72574, -2.82070, 1.18882], [-0.18193, -0.67599, 2.59819], [2.97622, -1.81193, 1.04522], [-5.43113, 4.49299, 0.30964], [-3.30512, 2.13623, 5.11184], [4.91043, -3.18979, 1.71080], [-2.32075, -5.36252, 0.80515], [-0.37734, 0.63724, -1.87794], [3.90242, 3.86688, -4.55339], [-4.35379, 2.01800, 4.83370], [-3.48732, -2.13595, -5.18707], [1.54390, -1.69829, 0.89255], [-2.64747, -5.93595, -1.15275], [5.83301, -4.75309, 2.93615], [-1.63071, 1.03170, -1.80051], [-4.98355, 5.24861, -1.22125], [-2.31736, -1.23826, -4.87980], [5.13938, -5.16644, 3.67664], [5.45491, -3.32055, 2.64779], [3.18395, 4.62520, -5.62625], [3.66986, 4.41142, -3.13691], [-3.05731, -4.29422, 2.64220], [-3.22123, 2.30953, 6.18183], [-4.53629, -1.16449, -5.42641], [-0.26053, -1.06321, -1.10403], [-2.95388, 3.03520, 4.59800], [-2.53185, 5.29908, 0.51521], [2.80650, 5.07089, -3.08117], [0.90077, 0.82162, 1.47873], [-2.56451, 0.77085, 3.58158], [-4.16060, 0.01283, -4.88211], [-3.63131, 3.63043, -0.56841], [1.34046, -1.12257, -0.59670], [-1.54823, -1.77144, -4.31660], [-2.68431, -3.09575, -1.34634], [-3.17749, -3.83842, -0.72329], [3.36116, 4.18362, -6.61012], [0.41687, 1.49284, -1.23257], [2.76939, 1.11825, -2.82254]], "forces_ev_per_a": [[0.3, 0.1, 0.3], [0.0, 0.0, 0.2], [-0.1, 0.2, 0.1], [-0.8, 0.7, -0.8], [0.5, -0.1, 0.1], [0.0, -0.3, 0.0], [-0.1, 0.6, 0.0], [0.3, 0.2, 0.6], [0.4, 0.1, -0.1], [0.0, 0.1, 0.0], [0.1, -0.1, -0.3], [0.2, 0.4, 0.0], [0.0, -0.3, 0.1], [0.0, 0.2, 0.3], [0.3, 0.3, 0.2], [0.3, -0.3, 0.2], [-0.2, -0.1, -0.2], [0.0, -0.2, -0.9], [0.2, -0.4, -0.2], [-0.2, 0.3, 0.2], [0.1, 0.2, -0.4], [0.1, 0.4, -0.2], [-0.1, 0.7, 0.1], [-0.5, 0.6, 0.6], [0.4, 0.4, 0.1], [0.4, 0.2, -0.4], [0.0, -1.0, 0.2], [-0.3, 0.0, 0.6], [0.3, 0.0, 0.2], [-0.2, -0.2, 0.1], [-0.5, -0.1, -0.4], [0.1, 0.1, -0.2], [0.1, 0.4, -0.2], [-0.1, 0.1, 0.1], [0.0, 0.3, 0.4], [0.0, 0.1, 0.1], [-0.3, -0.6, 0.0], [0.1, 0.1, -0.1], [0.2, -0.1, 0.2], [0.7, -0.7, 0.8], [0.0, 0.0, -0.1], [0.0, 0.2, -0.1], [0.0, -0.4, 0.1], [-0.1, -0.1, 0.1], [0.0, 0.1, -0.1], [0.7, 0.0, 0.2], [0.0, -0.1, -0.2], [-0.5, -0.1, 0.0], [0.2, 0.4, -0.7], [0.1, 0.2, 0.3], [-0.4, 0.6, -0.6], [-0.3, -0.4, 0.2], [-0.2, -0.1, 0.0], [0.1, -0.1, 0.2], [-0.1, 0.7, 0.1], [0.0, 0.0, 0.2], [-0.9, 0.3, -0.2], [0.1, -0.5, 1.0], [0.1, -0.1, 0.0], [-0.8, -0.4, 0.2], [0.3, 0.0, -0.1], [0.0, 0.0, 0.0], [1.0, -0.8, -0.6], [0.1, 0.1, 0.0], [0.2, 0.8, -0.3], [-0.3, -0.2, -0.8], [0.0, -0.2, 0.1], [0.0, 0.1, 0.2], [0.0, -0.2, 0.1], [0.4, 0.1, -0.3], [0.1, -0.4, -0.3], [0.1, -0.1, 0.0], [0.0, -0.5, -0.6], [0.0, 0.0, 0.1], [0.1, 0.0, 0.0], [-0.2, 0.1, -0.1], [-0.1, -0.4, 0.0], [-0.3, -0.5, 0.7], [-1.4, 0.4, -0.7], [-0.4, 0.5, 0.9], [-0.3, 0.1, -0.1], [0.6, -0.3, -0.2], [0.3, 0.0, 0.1], [-0.3, -0.1, -0.3], [0.6, -1.1, 0.2]], "orbital_gap_ev": 6.61, "energy_ha": -4677.4998, "lumo_ev": -5.42, "multiplicity": 1, "total_charge": 1}



Going through the records in order, we get HOMO energy values of -10.0, -12.0 eV.